(1)
ORCA calculation (ωB97M-V/def2-TZVPD) on an isolated ion of composition C10H18N3 and charge +1.

Each line ends with the natural charge from an NBO analysis.
Positions of all 31 atoms, in Å:
C 0.1140 1.6339 -0.7717  -0.441
H -3.9793 1.2029 -1.2214  0.216
C -3.7620 0.1376 -0.9960  -0.285
H 2.1491 1.9352 1.8860  0.239
H 0.2988 1.4219 -1.7260  0.218
N -2.8625 -0.0420 -0.0362  -0.043
H -2.8333 -2.0408 -0.0039  0.408
C 2.5705 -1.9190 -0.3826  -0.375
N 1.3922 1.5156 -0.1317  -0.275
H 1.3361 -3.1072 1.0287  0.253
H -0.0190 -2.5404 -0.8648  0.215
N -2.2197 -1.2589 0.1109  -0.451
H -0.9162 -0.5527 1.4900  0.193
H 1.4364 -1.2753 1.3826  0.211
C 2.1636 0.5653 -0.5113  0.446
C -2.3221 1.0381 0.6574  -0.520
H -0.1494 2.7561 -0.7560  0.207
H 0.6272 2.7842 1.1293  0.230
H 3.4622 -2.1529 0.0058  0.232
H -2.6925 2.0498 0.4718  0.219
H -4.2804 -0.7601 -1.3720  0.209
C 1.6492 2.4190 1.0478  -0.393
H -1.8638 0.7510 1.5273  0.183
C -0.9795 -1.3313 0.6403  -0.042
C 2.7275 -0.4915 -0.9403  -0.240
H 3.4798 -0.6587 -1.7204  0.295
C 1.4372 -2.0638 0.7032  -0.437
H -0.7297 1.2433 -0.2304  0.272
C 0.0269 -1.9870 0.0614  -0.208
H 2.2507 3.2057 0.8372  0.230
H 2.4883 -2.4775 -1.3149  0.234

Output
* LUMO energy: -3.7 eV
* highest occupied orbital energy: -9.85 eV
* orbital gap: 6.124 eV
* relative energy (zero: lowest compared OMol25 entry of this formula, charge and spin): 231.2 kcal/mol
* total charge: +1


(2)
ORCA calculation (ωB97M-V/def2-TZVPD) on a 2-piece molecular cluster, C4H12O2 overall.

Each line ends with the natural charge from an NBO analysis.
Positions of all 18 atoms, in Å:
H -1.9428 0.7233 4.0754  0.478
H -0.8713 -2.4638 1.0166  0.468
H -0.8827 -0.2127 0.0710  0.208
C 1.0252 0.6572 -0.9391  -0.405
H 0.4666 -0.1227 0.9784  0.213
H -0.3709 1.0925 -2.6156  0.206
H -1.9375 1.0879 2.5306  0.469
C 0.0675 1.5957 -1.6322  -0.601
C 0.1896 -0.2972 -0.0050  -0.446
H 0.6272 2.5353 -1.9221  0.204
H 1.6776 0.0636 -1.6229  0.202
O -0.4552 -2.6299 0.0270  -0.741
H 0.6787 -1.9073 -1.4973  0.164
H 1.5280 -2.2715 0.0552  0.166
C 0.5704 -1.7656 -0.3487  -0.043
H 1.7609 1.3156 -0.4374  0.202
H -0.7236 1.9016 -0.9311  0.202
O -1.4077 0.6980 3.1974  -0.946

Output
* LUMO energy: 0.6 eV
* highest occupied orbital energy: -9.72 eV
* orbital gap: 10.317 eV
* relative energy (zero: lowest compared OMol25 entry of this formula, charge and spin): 38.2 kcal/mol


(3)
ORCA calculation (ωB97M-V/def2-TZVPD) on a 2-piece molecular cluster, C4H8O3 overall.

Each line ends with the natural charge from an NBO analysis.
Positions of all 15 atoms, in Å:
H -0.3325 -2.0929 -2.3496  0.246
H 0.6137 1.1503 0.8850  0.266
H 1.2140 -0.4390 1.2584  0.248
O -1.0935 -1.1798 0.3852  -0.506
O -0.0459 2.2831 2.7143  -0.964
O 1.2118 -0.0643 -1.9113  -0.505
C 1.2238 0.3496 0.5003  -0.728
H -1.9928 -2.0341 -1.9169  0.228
H 0.0510 2.8260 3.5377  0.486
H -0.7250 1.6101 2.8044  0.482
H 2.2382 0.7765 0.3919  0.236
C -0.6337 -0.9060 -0.7116  0.492
C -1.1122 -1.4687 -2.0200  -0.707
C 0.6592 -0.1472 -0.8044  0.482
H -1.2762 -0.6637 -2.7634  0.244

Output
* LUMO energy: -0.3 eV
* highest occupied orbital energy: -9.59 eV
* orbital gap: 9.297 eV
* relative energy (zero: lowest compared OMol25 entry of this formula, charge and spin): 32.9 kcal/mol


(4)
ORCA calculation (ωB97M-V/def2-TZVPD) on H5P3 as an isolated structure.

Each line ends with the natural charge from an NBO analysis.
Positions of all 8 atoms, in Å:
P 0.7220 -0.8562 1.5343  -0.006
H 0.2945 3.2192 0.1973  -0.036
H 0.8084 -1.8181 0.5310  -0.007
H -0.5719 -1.2615 1.8487  -0.002
H -1.2326 -1.4827 -2.8165  -0.002
H -0.9128 -0.8099 -2.5876  0.000
P 0.0548 0.6981 0.1703  0.009
P 0.8376 2.3111 1.1225  0.045

Output
* LUMO energy: -1.0 eV
* highest occupied orbital energy: -8.88 eV
* orbital gap: 7.853 eV
* relative energy (zero: lowest compared OMol25 entry of this formula, charge and spin): 16.3 kcal/mol


(5)
ORCA calculation (ωB97M-V/def2-TZVPD) on C13H40O7 as an isolated structure.

Each line ends with the natural charge from an NBO analysis.
Positions of all 60 atoms, in Å:
O -2.6310 0.8405 0.3603  -0.674
O -3.6968 0.0459 -1.1293  -0.883
C -0.7879 -3.3647 -0.8860  -0.072
H -4.5551 -0.0216 -0.7111  0.507
H -0.3069 1.6926 0.0821  0.204
H -0.6814 1.2117 -1.5401  0.193
H 5.1980 -0.1262 -0.3071  0.210
H 2.2699 0.7099 -1.1879  0.205
H 1.8971 1.8240 -1.0227  0.200
H -1.1873 -0.4935 0.9577  0.149
H -0.2355 -1.5803 -1.7818  0.209
C 1.9772 3.9301 -1.3000  0.109
H 1.2081 4.5853 0.7096  0.228
H 4.9006 1.5103 -0.9971  0.238
O 3.5260 0.2090 1.8753  -0.723
H -1.7841 -2.9236 -0.9178  0.179
H -3.8802 -0.0236 -2.0662  0.519
H 0.3784 -4.1871 0.3567  0.480
H -3.3479 0.5161 -0.1897  0.462
H -1.9559 -0.8925 -0.5547  0.180
H 2.9569 -0.7820 -0.7062  0.197
H 2.8215 5.3068 0.1488  0.199
H -0.5910 -4.0721 -1.6917  0.181
H 3.1667 1.8683 0.7735  0.155
H 1.4658 4.6525 -1.9363  0.155
C -1.6590 -0.0559 0.0778  -0.052
H -2.7424 1.7897 0.6874  0.430
H 1.2072 -2.3779 -1.0670  0.220
H -1.0033 -3.5761 1.9569  0.480
H 4.1803 0.6008 2.4583  0.465
C -3.4528 -4.2230 1.4393  -0.645
H 1.5322 -0.1926 0.0774  0.206
O -0.5405 -3.9107 0.3862  -0.728
H -4.4834 -4.3222 1.7802  0.204
C 1.2075 2.5980 -1.3595  -0.627
H -2.7893 3.0471 -0.1543  0.422
O -1.5935 -3.4528 2.7039  -0.748
H 5.6100 1.3316 0.6158  0.202
O -3.0532 2.6950 0.6957  -1.019
C -0.4955 0.8182 -0.5408  -0.624
H -1.9439 -0.8999 1.6391  0.220
C -2.7934 -2.9730 2.1439  0.098
H 0.9979 2.4637 -2.4207  0.204
C -2.5250 -1.7345 1.2469  -0.611
O 3.2598 3.7628 -1.9712  -0.734
H 0.2956 2.5859 -0.7626  0.220
C 4.9029 0.9011 -0.0932  -0.645
H -3.3741 -2.6580 3.0109  0.172
H 2.6829 3.7022 0.7715  0.200
H -3.0580 -5.1842 1.7685  0.230
C 0.1335 -2.2142 -0.9755  -0.647
H 0.3887 0.1831 -0.5958  0.199
C 3.5718 0.8696 0.6105  0.116
C 2.1512 4.4479 0.1806  -0.641
H 3.6845 4.6010 -1.7748  0.460
H 0.0745 -1.5627 -0.1037  0.216
H -2.0439 -1.9997 0.3055  0.179
C 2.5049 0.1229 -0.3000  -0.605
H -3.4432 -4.1380 0.3527  0.187
H -3.5165 -1.4811 0.8717  0.186

Output
* LUMO energy: -0.3 eV
* highest occupied orbital energy: -8.74 eV
* orbital gap: 8.434 eV
* relative energy (zero: lowest compared OMol25 entry of this formula, charge and spin): 297.3 kcal/mol


(6)
ORCA calculation (ωB97M-V/def2-TZVPD) on a 2-piece molecular cluster, C18H32BrN2O5 overall.

Each line ends with the natural charge from an NBO analysis.
Positions of all 58 atoms, in Å:
C -0.4403 2.0542 -1.2116  -0.456
H 3.0349 -1.7581 -0.9184  0.202
H 4.8055 -1.0562 3.0980  0.227
C 1.1099 -2.5223 -1.6190  -0.389
C -5.7251 1.4807 -0.9175  -0.631
H 3.3577 2.2434 -0.2466  0.236
O 4.7173 -2.5552 0.9655  -0.533
C 2.5303 -2.7192 -1.0483  -0.412
H 1.5635 -3.6292 0.6795  0.215
H 2.8879 -2.0163 1.8368  0.187
H -3.3908 -0.3476 1.9252  0.254
H -0.3184 3.1355 -1.3039  0.198
Br -2.7386 -2.5462 1.0061  -0.023
H -0.2508 -1.7792 0.5409  0.222
H 0.4578 -3.2955 -1.1968  0.195
C 0.4784 -1.1461 -1.3402  -0.391
C -1.9802 0.2365 0.4006  -0.503
H -5.1353 3.2118 -2.9710  0.185
C -5.0900 3.6548 -1.9724  -0.630
H 0.1035 1.5787 -2.0345  0.158
H 3.7516 -0.0266 2.1301  0.258
C 3.3877 -2.8868 1.4130  -0.067
H 2.9949 -4.5088 0.1117  0.204
N -0.3346 0.3360 2.1024  -0.688
O 5.7137 -0.7949 0.0241  -0.573
H -4.3650 4.4715 -1.9915  0.193
H 2.5900 0.8114 -0.9388  0.229
C 4.7544 -0.4513 2.1926  -0.753
O -3.4209 2.0814 -1.2447  -0.992
C -0.4675 0.3464 0.5966  0.338
H 5.4550 0.3785 2.2683  0.245
H -5.7824 0.9924 -1.8940  0.187
C 1.3705 1.9492 0.4257  0.729
H 1.1155 -2.6855 -2.6993  0.204
O 1.6813 2.3189 1.5523  -0.572
C -4.6445 2.5847 -0.9526  0.138
H -6.0771 4.0806 -1.7364  0.167
C 0.2887 -0.9108 0.1551  -0.458
H -1.5124 1.8700 -1.3111  0.318
C -1.3406 -0.5473 2.5767  0.679
H -6.7225 1.8708 -0.6652  0.169
C 2.4262 1.8493 -0.6504  -0.734
C -2.4439 -0.6808 1.5075  -0.329
H 1.2587 -0.9120 0.6581  0.199
H -4.7096 3.0903 0.0489  0.068
H -5.4628 0.7240 -0.1726  0.185
C 2.5760 -3.5144 0.2832  -0.419
H 1.1066 -0.3750 -1.7843  0.194
N 0.0088 1.6537 0.1310  -0.526
H -2.3523 1.2394 0.6414  0.283
H 3.4957 -3.6105 2.2260  0.184
H 3.1409 -3.2644 -1.7711  0.213
H 2.1453 2.4228 -1.5336  0.237
H -2.3748 0.1006 -0.6032  0.289
C 5.0820 -1.2473 0.9581  0.805
H -0.4851 1.2777 2.4581  0.418
O -1.3242 -1.1242 3.6437  -0.548
H -0.5002 -1.1332 -1.8283  0.219

Output
* LUMO energy: 2.6 eV
* highest occupied orbital energy: -3.62 eV
* orbital gap: 6.188 eV
* total charge: -1